89
Properties=species:S:1:pos:R:3 method="wB97M-V/def2-TZVPD" lumo_energy_ev="-5.79 / -8.16" spin_multiplicity=4 gap_ev="7.03 / 4.63" charge=+2 s2=3.799 homo_ev="-12.83 / -12.79" total_energy_ev=-131903.5710
Tc -0.37 -1.03 -1.10
N 7.35 -0.40 5.76
C 6.51 -0.48 4.99
C 5.45 -0.58 4.01
C 4.42 0.36 4.01
C 3.39 0.25 3.09
C 3.39 -0.77 2.16
C 4.43 -1.70 2.15
C 5.45 -1.61 3.08
C 2.25 -0.91 1.20
C 1.00 -1.16 1.72
C 0.68 -1.50 3.07
C -0.64 -1.89 3.09
C -1.10 -1.80 1.76
N -0.15 -1.36 0.94
C 2.56 -0.83 -0.18
C 3.82 -0.56 -0.73
C 3.69 -0.59 -2.12
C 2.36 -0.85 -2.39
N 1.65 -1.00 -1.24
H 4.43 1.16 4.74
H 2.58 0.98 3.10
H 4.43 -2.50 1.42
H 6.25 -2.33 3.08
H 1.37 -1.48 3.90
H -1.21 -2.22 3.94
H -2.09 -2.03 1.39
H 4.71 -0.37 -0.16
H 4.47 -0.43 -2.85
H 1.90 -0.95 -3.35
O -0.85 1.05 -6.93
C -0.78 0.48 -5.73
C -0.95 -0.89 -5.51
C -0.85 -1.36 -4.22
N -0.58 -0.56 -3.18
C -0.42 0.74 -3.43
Br 0.02 1.72 -1.86
C -0.50 1.33 -4.65
H -1.05 0.41 -7.63
H -1.17 -1.57 -6.32
H -0.99 -2.41 -4.00
H -0.37 2.39 -4.81
C -3.38 -5.54 -1.07
C -2.08 -4.82 -1.20
C -0.79 -5.28 -1.40
C 0.04 -4.15 -1.45
N -0.71 -3.06 -1.30
N -1.99 -3.48 -1.13
C 1.53 -4.13 -1.63
H -3.23 -6.60 -1.21
H -4.10 -5.19 -1.81
H -3.81 -5.38 -0.08
H -0.48 -6.31 -1.50
H -2.72 -2.80 -1.02
H 1.88 -5.15 -1.76
H 2.02 -3.70 -0.76
H 1.82 -3.55 -2.50
C 0.32 6.65 -0.37
C 0.03 5.38 0.39
C 0.91 4.96 1.39
C 0.69 3.80 2.14
C -0.43 3.04 1.91
C -1.33 3.45 0.90
N -2.41 2.66 0.58
C -3.00 1.69 1.39
C -3.18 1.90 2.76
C -3.86 0.96 3.51
C -4.37 -0.19 2.90
C -4.14 -0.42 1.55
C -3.46 0.51 0.78
C -3.05 0.29 -0.64
O -3.21 1.16 -1.47
O -2.42 -0.84 -0.86
C -1.11 4.62 0.13
C -2.12 5.00 -0.92
H 1.30 7.03 -0.12
H -0.41 7.42 -0.13
H 0.28 6.49 -1.45
H 1.79 5.55 1.59
H 1.41 3.51 2.89
H -0.61 2.12 2.45
H -2.72 2.64 -0.39
H -2.83 2.82 3.21
H -4.02 1.12 4.56
H -4.94 -0.90 3.47
H -4.51 -1.32 1.08
H -2.07 4.33 -1.79
H -1.95 6.01 -1.30
H -3.13 4.96 -0.53